# 1
60
Properties=species:S:1:pos:R:3:mulliken_charge:R:1 method="wB97M-V/def2-TZVPD" charge=-1 homo_energy_ev=-3.227 lumo_energy_ha=0.101 energy_ha=-3292.91160 largest_force_ha_per_bohr=0.010 gap_ev=5.9834
Pt -0.20 -0.76 0.68 -0.127
C -3.34 -1.53 -0.34 -0.977
C -2.70 -0.40 -1.06 0.662
C -3.12 0.28 -2.22 -1.247
C -2.17 1.26 -2.43 0.777
C -2.12 2.29 -3.51 -1.142
N -1.24 1.16 -1.46 1.098
N -1.57 0.15 -0.62 -0.861
B 0.01 2.05 -1.20 -0.840
N 0.08 2.34 0.32 1.096
N 0.04 1.35 1.25 -0.658
C 0.15 1.92 2.44 0.508
C 0.14 1.11 3.69 -1.051
C 0.26 3.32 2.28 -1.202
C 0.21 3.54 0.92 0.808
C 0.29 4.83 0.18 -1.354
N 1.34 1.44 -1.69 1.051
N 1.95 0.54 -0.89 -0.439
C 3.05 0.16 -1.49 0.502
C 3.95 -0.84 -0.85 -1.178
C 3.18 0.84 -2.73 -1.109
C 2.07 1.64 -2.82 0.692
C 1.68 2.60 -3.89 -1.210
H -4.11 -2.00 -0.97 0.341
H -3.81 -1.19 0.58 0.220
H -2.59 -2.27 -0.07 -0.028
H -4.00 0.09 -2.81 0.424
H -3.04 2.24 -4.10 0.352
H -1.28 2.13 -4.19 0.064
H -2.02 3.29 -3.10 0.242
H -0.15 3.10 -1.79 -0.226
H 0.08 0.05 3.42 0.062
H -0.71 1.36 4.32 0.272
H 1.05 1.27 4.27 0.297
H 0.37 4.06 3.06 0.413
H 0.38 5.65 0.89 0.346
H -0.60 4.99 -0.43 0.238
H 1.15 4.85 -0.49 0.247
H 3.40 -1.36 -0.06 0.222
H 4.83 -0.36 -0.39 0.221
H 4.32 -1.57 -1.57 0.335
H 3.97 0.75 -3.46 0.425
H 2.50 2.71 -4.60 0.356
H 1.44 3.59 -3.49 0.240
H 0.80 2.26 -4.45 0.106
C -1.76 -3.30 3.16 -0.956
Ge -0.21 -3.85 2.09 0.287
C -0.72 -5.57 1.23 -1.200
C 1.24 -4.31 3.35 -1.207
C 0.40 -2.50 0.86 -0.249
H -2.05 -4.11 3.84 0.387
H -2.60 -3.06 2.51 0.198
H -1.52 -2.41 3.74 0.265
H -0.84 -6.36 1.98 0.332
H 0.05 -5.88 0.52 0.359
H -1.66 -5.46 0.69 0.372
H 0.94 -5.16 3.97 0.347
H 1.46 -3.46 3.99 0.356
H 2.15 -4.58 2.81 0.361
H 1.17 -2.89 0.18 0.384

---

# 2
68
Properties=species:S:1:pos:R:3:mulliken_charge:R:1 method="wB97M-V/def2-TZVPD" homo_energy_ev=-9.236 lumo_energy_ha=-0.031 energy_ha=-1910.20343 largest_force_ha_per_bohr=0.166 gap_ev=8.3950
C 0.48 -0.93 3.19 -1.035
C -0.77 -1.20 2.13 -0.329
C -0.32 -2.44 1.14 -0.157
C -1.42 -3.67 1.26 -1.019
N 0.00 -2.03 -0.29 0.306
C -1.20 -1.46 -1.03 -0.884
C -0.80 -1.20 -2.60 0.050
C -1.77 -0.03 -3.30 -0.502
O -3.04 0.00 -2.55 0.015
O -3.91 0.71 -3.22 -0.542
O 0.64 -0.98 -2.85 -0.444
C 1.28 -0.23 -1.77 0.394
N 0.68 1.15 -1.50 -0.395
C 2.89 -0.07 -2.22 -0.483
C 3.14 1.09 -3.35 -0.672
C 3.29 2.61 -2.77 -0.571
C 4.05 2.73 -1.32 -0.480
N 5.46 2.18 -1.29 -0.273
C 5.96 2.26 0.17 0.511
C 6.66 1.02 0.98 -0.815
O 5.80 3.44 0.83 -0.530
C 1.26 -1.16 -0.39 -0.266
O 2.39 -2.14 -0.37 -0.581
H 0.44 -1.81 3.97 0.321
H 0.32 0.12 3.69 0.338
H 1.51 -0.96 2.64 0.244
H -1.73 -1.53 2.75 0.260
H -1.05 -0.21 1.58 0.299
H 0.69 -2.87 1.59 0.477
H -2.49 -3.18 1.29 0.314
H -1.33 -4.29 0.26 0.273
H -1.15 -4.30 2.20 0.323
H 0.25 -2.93 -0.79 0.558
H -1.40 -0.38 -0.56 0.205
H -2.19 -2.06 -0.89 0.395
H -1.09 -2.21 -3.18 0.490
H -2.05 -0.36 -4.41 0.322
H -1.22 1.00 -3.39 0.173
H -4.81 0.42 -2.83 0.344
H 0.58 1.71 -2.38 0.262
H 1.26 1.65 -0.78 0.272
H 3.14 -1.11 -2.75 0.399
H 3.61 -0.02 -1.29 0.226
H 4.04 0.80 -4.08 0.345
H 2.18 1.09 -4.06 0.216
H 2.25 3.19 -2.74 0.230
H 3.95 3.22 -3.55 0.388
H 3.43 2.09 -0.52 0.131
H 3.96 3.85 -0.97 0.325
H 6.12 2.75 -1.90 0.320
H 7.61 0.55 0.44 0.283
H 7.09 1.49 1.99 0.292
H 5.93 0.17 1.32 0.186
H 1.37 -0.40 0.51 0.130
H 2.41 -2.65 -1.25 0.404
B -5.57 0.58 3.02 1.301
O -6.15 0.95 1.72 -0.514
C -5.73 0.04 0.83 0.461
O -6.03 0.06 -0.35 -0.642
C -4.88 -0.92 1.48 0.696
O -4.34 -1.88 0.94 -0.678
O -4.77 -0.63 2.78 -0.625
O -4.73 1.66 3.55 -0.506
C -5.25 2.01 4.73 0.575
O -4.80 2.89 5.45 -0.608
C -6.41 1.19 5.02 0.605
O -7.10 1.26 6.02 -0.600
O -6.61 0.33 4.01 -0.509

---

# 3
54
Properties=species:S:1:pos:R:3:mulliken_charge:R:1 method="wB97M-V/def2-TZVPD" homo_energy_ev=-7.749 lumo_energy_ha=0.026 energy_ha=-1306.84925 largest_force_ha_per_bohr=0.029 gap_ev=8.4529
C -1.45 -3.30 3.21 -0.617
C -1.24 -3.72 1.89 -0.922
C -0.98 -2.77 0.88 1.030
C -0.84 -1.42 1.19 -0.796
C -1.07 -1.01 2.50 1.739
C -1.35 -1.94 3.52 -0.822
C -0.89 -3.32 -0.52 -1.032
C -1.16 -2.36 -1.68 -1.170
N -2.31 -1.44 -1.58 0.435
Cd -0.15 0.03 -0.35 0.336
C -1.04 0.45 2.90 -1.326
P -1.35 1.53 1.43 0.603
H -1.31 -4.78 1.62 0.351
H -1.50 -1.57 4.54 0.384
H -1.68 -4.02 3.99 0.360
H -0.05 0.74 3.29 0.426
H -1.81 0.69 3.65 0.496
H 0.13 -3.70 -0.67 0.471
H -1.58 -4.17 -0.63 0.399
H -0.24 -1.75 -1.86 0.337
C -0.88 3.16 2.07 -1.216
C -3.17 1.53 1.37 -1.243
H -1.27 -3.00 -2.59 0.524
C -3.38 -1.81 -0.63 -0.661
C -2.91 -1.24 -2.92 -1.006
H 0.27 1.75 -2.04 -0.447
H -4.36 -1.81 -1.14 0.428
H -3.25 -2.79 -0.15 0.305
H -3.46 -1.05 0.15 -0.130
H -3.97 -1.57 -2.95 0.315
H -2.89 -0.18 -3.20 0.275
H -2.36 -1.81 -3.69 0.345
H -3.55 2.02 2.28 0.393
H -3.46 2.11 0.48 0.329
H -3.59 0.52 1.30 0.243
H -1.42 3.37 3.01 0.377
H 0.21 3.18 2.25 0.342
H -1.14 3.91 1.31 0.382
H -0.15 2.16 -2.56 0.266
C 5.17 0.85 -1.92 -1.529
C 4.22 1.86 -1.26 2.102
C 4.90 2.35 0.02 -1.493
C 4.05 3.06 -2.21 -1.524
C 2.91 1.23 -0.98 1.026
C 1.82 0.73 -0.75 -2.423
H 6.12 1.34 -2.16 0.357
H 4.75 0.44 -2.84 0.373
H 5.37 0.03 -1.23 0.400
H 5.85 2.83 -0.22 0.354
H 4.28 3.06 0.56 0.353
H 5.11 1.50 0.68 0.396
H 3.60 2.77 -3.17 0.372
H 3.42 3.84 -1.77 0.372
H 5.04 3.50 -2.41 0.364

---

# 4
75
Properties=species:S:1:pos:R:3:mulliken_charge:R:1 method="wB97M-V/def2-TZVPD" charge=-2 s_squared=6.1368 homo_energy_ev="-0.655 / -0.646" spin_multiplicity=5 lumo_energy_ha="0.058 / 0.057" energy_ha=-5217.30654 largest_force_ha_per_bohr=0.226 gap_ev="2.2197 / 2.2080"
Fe -18.15 -10.75 -2.70 0.433
N -14.43 -10.49 -5.70 -0.585
N -14.69 -10.79 -4.28 0.179
C -15.93 -10.84 -3.64 0.801
O -16.93 -11.19 -4.29 0.097
O -16.05 -10.46 -2.37 -0.736
H -13.51 -10.23 -5.80 0.232
H -14.27 -11.22 -6.31 0.239
H -14.01 -11.24 -3.60 0.232
C -18.89 -7.79 -1.57 -0.441
C -17.96 -8.07 -0.36 0.868
C -19.91 -9.32 1.30 -0.759
C -18.63 -8.19 0.97 -0.937
O -16.58 -7.64 -0.45 -0.563
Si -20.54 -10.33 -2.18 0.465
O -20.02 -10.72 -3.54 -0.295
O -22.41 -8.20 3.49 -0.703
C -14.72 -6.59 -2.09 -0.115
C -13.74 -7.40 -2.16 -0.236
C -15.71 -5.89 -3.04 -0.464
C -8.37 -9.65 2.39 0.012
O -19.58 -10.83 -1.04 -0.623
C -5.99 -8.86 -5.16 0.674
C -4.97 -8.25 -4.50 -0.504
C -7.24 -8.32 -6.16 -0.744
C -6.04 -10.43 -5.19 -1.215
H -19.75 -7.44 -0.96 0.219
H -18.88 -8.78 -2.25 -0.202
H -18.75 -7.10 -2.36 0.397
H -19.90 -9.96 2.09 0.684
H -20.39 -9.68 0.46 0.246
H -20.74 -8.54 1.57 -0.201
H -18.96 -7.19 0.91 0.357
H -19.62 -2.67 2.22 0.310
H -22.93 -8.07 2.51 0.357
H -22.72 -6.39 -0.56 0.113
H -6.67 -10.95 -4.48 0.358
H -23.03 -7.11 -0.58 -0.117
H -15.54 -4.89 -3.30 0.405
H -16.84 -6.12 -2.88 -0.013
H -15.55 -6.38 -4.22 0.123
H -17.18 -8.28 1.47 0.255
H -6.66 -3.00 -3.65 -0.033
H -16.00 -6.34 -7.63 -0.126
H -16.00 -6.38 -8.26 0.124
H -6.34 -2.45 -3.23 0.033
H -4.84 -7.11 -4.18 0.218
H -7.73 -9.16 -6.63 0.094
H -6.79 -7.78 -6.98 0.290
H -8.10 -8.03 -5.45 0.286
H -21.73 -8.86 2.93 0.462
H -5.08 -10.96 -4.79 0.326
H -6.55 -11.15 -6.01 0.176
Cl -15.80 -13.29 -5.34 -0.256
Si -17.03 -11.82 -6.07 -0.370
Cl -19.36 -12.57 -5.46 -0.503
Cl -22.59 -10.27 -1.72 -0.344
O -10.94 -8.95 -0.26 -0.110
N -7.39 -9.06 -10.06 0.197
O -6.60 -8.38 -9.56 -0.199
C -8.25 -10.63 -9.33 0.045
C -7.07 -10.75 -9.74 -0.364
C -10.72 -8.58 -1.27 0.092
C -11.28 -10.54 -8.80 0.183
O -10.97 -9.58 -9.32 -0.166
C -18.94 -3.42 0.72 0.024
C -16.46 -14.11 -2.13 0.092
N -19.87 -3.00 1.27 -0.336
O -15.39 -14.37 -2.07 -0.144
O -8.12 -8.74 1.92 -0.014
N -10.09 -13.18 -3.79 0.524
O -10.52 -12.60 -2.86 -0.746
O -9.16 -13.01 -4.61 -0.687
H -9.16 -10.96 -8.77 0.287
H -13.28 -7.60 -3.14 0.337

---

# 5
56
Properties=species:S:1:pos:R:3:mulliken_charge:R:1 method="wB97M-V/def2-TZVPD" charge=+1 s_squared=15.7605 homo_energy_ev="-9.692 / -9.739" spin_multiplicity=8 lumo_energy_ha="-0.105 / -0.105" energy_ha=-1907.11070 largest_force_ha_per_bohr=0.060 gap_ev="6.8269 / 6.8711"
Eu 0.38 -0.56 0.51 1.180
C -3.13 -0.45 2.27 -1.194
C -1.77 -1.04 2.55 0.516
C -0.78 -0.32 3.25 -0.148
C 0.45 -0.81 3.67 -0.671
C 0.76 -2.15 3.22 -0.430
C -0.17 -2.93 2.54 -0.815
C -1.46 -2.38 2.23 -0.319
H -3.81 -1.15 1.71 0.355
H -3.00 0.48 1.72 0.025
H -3.71 -0.23 3.19 0.378
H -1.09 0.67 3.50 0.479
H 1.15 -0.23 4.31 0.389
H 1.73 -2.51 3.43 0.570
H 0.11 -3.89 2.20 0.568
H -2.10 -2.93 1.59 0.372
N 1.78 -2.37 -0.46 -0.504
C 3.07 -2.69 0.09 -0.686
C 4.23 -1.71 0.18 -0.678
C 4.02 -0.57 1.17 -0.619
N 2.95 0.33 0.69 -0.501
H 1.18 -3.21 -0.43 0.312
H 1.80 -2.22 -1.46 0.301
H 3.51 -3.51 -0.51 0.426
H 2.94 -3.14 1.08 0.312
H 4.45 -1.28 -0.81 0.300
H 5.06 -2.35 0.44 0.353
H 4.95 -0.02 1.26 0.402
H 3.78 -0.97 2.18 0.312
H 3.17 0.81 -0.19 0.232
H 2.83 1.12 1.35 0.268
C -2.81 3.19 -0.45 -1.054
Si -1.05 2.71 -0.61 0.013
C -0.31 3.21 1.08 -0.935
C -0.45 3.23 -2.31 -0.982
N -0.95 0.96 -0.79 0.239
C -1.17 0.36 -1.98 -0.154
C -2.51 0.05 -2.35 -0.468
C -2.79 -0.37 -3.66 -0.520
C -1.78 -0.48 -4.63 -0.558
C -0.46 -0.18 -4.29 -0.833
C -0.13 0.15 -2.96 0.159
H -3.50 3.21 -1.31 0.321
H -2.85 4.25 0.01 0.330
H -3.30 2.63 0.35 0.321
H 0.24 4.20 1.00 0.325
H 0.49 2.59 1.53 0.166
H -1.12 3.26 1.87 0.289
H -0.51 4.34 -2.45 0.383
H -0.94 2.77 -3.18 0.318
H 0.65 2.93 -2.33 0.193
H -3.33 0.30 -1.67 0.422
H -3.81 -0.54 -4.02 0.357
H -2.12 -0.61 -5.66 0.352
H 0.31 -0.22 -5.01 0.430
H 0.92 0.29 -2.62 0.402

---

# 6
59
Properties=species:S:1:pos:R:3:mulliken_charge:R:1 method="wB97M-V/def2-TZVPD" charge=+4 s_squared=3.8286 homo_energy_ev="-20.708 / -21.076" spin_multiplicity=4 lumo_energy_ha="-0.487 / -0.549" energy_ha=-5593.32065 largest_force_ha_per_bohr=0.010 gap_ev="7.4526 / 6.1381"
Tc 0.38 -0.91 -0.48 -0.668
C 2.51 3.28 -2.61 -1.204
C 1.51 2.78 -1.56 -0.441
Ge 1.98 1.03 -0.83 0.434
C 3.76 0.37 -0.37 -0.430
C 4.67 0.34 -1.60 -1.166
C 0.93 -0.46 -2.52 -0.957
C -0.14 -0.37 -3.37 0.601
Ge -1.61 -0.76 -2.10 0.708
C -1.22 -2.65 -1.71 -0.320
C -1.16 -3.57 -2.95 -1.262
C -3.26 0.21 -1.76 -0.434
C -4.22 0.09 -2.95 -1.301
C -0.12 -0.30 -4.81 1.501
C -1.32 -0.52 -5.54 -0.216
C -1.32 -0.49 -6.91 -0.902
C -0.10 -0.21 -7.59 -0.386
C 1.10 0.04 -6.88 -0.926
C 1.09 0.00 -5.52 -0.313
H 2.16 4.24 -2.98 0.386
H 2.60 2.60 -3.46 0.277
H 3.50 3.44 -2.18 0.394
H 0.49 2.72 -1.94 0.451
H 1.49 3.45 -0.69 0.533
H 3.69 -0.60 0.12 0.420
H 4.11 1.09 0.38 0.497
H 4.34 -0.39 -2.34 0.345
H 5.66 0.02 -1.27 0.396
H 4.78 1.31 -2.07 0.325
H 1.94 -0.56 -2.96 0.762
H -1.87 -3.05 -0.94 0.542
H -0.16 -2.72 -1.29 0.092
H -2.16 -3.67 -3.37 0.412
H -0.81 -4.56 -2.65 0.415
H -0.49 -3.18 -3.72 0.298
H -3.00 1.25 -1.55 0.463
H -3.70 -0.21 -0.85 0.471
H -3.83 0.60 -3.83 0.390
H -5.15 0.59 -2.68 0.405
H -4.46 -0.94 -3.20 0.407
H -2.24 -0.73 -5.01 0.342
H -2.22 -0.68 -7.48 0.491
H -0.10 -0.18 -8.67 0.475
H 2.00 0.26 -7.43 0.483
H 2.01 0.19 -4.97 0.404
C -0.37 -2.65 4.60 -1.281
C -0.19 -1.33 3.98 0.827
N -0.11 -0.18 4.58 -0.572
N 0.05 0.76 3.62 0.296
C 0.07 0.24 2.41 0.387
S 0.11 1.01 0.84 -0.330
N -0.08 -1.09 2.60 0.381
N -0.09 -1.98 1.50 -0.883
H -0.42 -2.51 5.68 0.354
H 0.48 -3.31 4.39 0.380
H -1.29 -3.13 4.28 0.382
H 0.12 1.73 3.89 0.203
H 0.63 -2.68 1.67 0.345
H -0.98 -2.49 1.51 0.320

---

# 7
57
Properties=species:S:1:pos:R:3:mulliken_charge:R:1 method="wB97M-V/def2-TZVPD" charge=+1 homo_energy_ev=-11.165 lumo_energy_ha=-0.074 energy_ha=-1132.95971 largest_force_ha_per_bohr=0.018 gap_ev=9.1531 smiles="CCCN1CC[NH+](CC(=O)Nc2cc(OCC)ccc2OCC)CC1"
C 2.94 -5.73 -4.87 -1.403
H 3.03 -6.77 -4.57 0.385
C 2.27 -4.92 -3.77 -0.211
H 2.86 -4.97 -2.85 0.339
H 1.29 -5.36 -3.55 0.293
C 2.12 -3.46 -4.18 -0.835
N 1.73 -2.61 -3.06 0.094
C 0.35 -2.80 -2.65 -0.811
C 0.12 -2.06 -1.33 -0.718
N 0.39 -0.62 -1.52 0.273
C 0.01 0.23 -0.38 -1.260
H -0.37 -0.37 0.45 0.534
H 0.84 0.84 -0.03 0.426
C -1.12 1.13 -0.93 0.600
O -1.43 0.98 -2.10 -0.730
N -1.66 2.04 -0.12 0.085
C -1.38 2.26 1.25 0.048
C -1.03 3.54 1.65 -0.671
C -0.76 3.83 2.99 0.565
C -0.85 2.79 3.93 -0.091
C -1.21 1.52 3.52 -1.014
C -1.50 1.24 2.20 0.200
O -1.86 -0.05 1.81 -0.459
C -3.27 -0.27 1.72 -0.297
C -3.99 -0.20 3.06 -1.263
H -5.03 -0.45 2.92 0.428
H -3.55 -0.90 3.76 0.292
H -3.93 0.81 3.48 0.347
H -3.71 0.45 1.02 0.285
H -3.36 -1.27 1.30 0.364
H -1.29 0.73 4.25 0.479
H -0.65 2.97 4.97 0.417
O -0.46 5.11 3.25 -0.462
C -0.13 5.53 4.57 -0.432
C 1.30 5.17 4.96 -1.025
H 1.99 5.61 4.26 0.312
H 1.45 4.09 4.98 0.327
H 1.51 5.56 5.95 0.361
H -0.86 5.12 5.29 0.353
H -0.25 6.61 4.54 0.312
H -0.96 4.34 0.93 0.544
H -2.32 2.67 -0.56 0.299
C 1.78 -0.43 -2.00 -0.704
C 1.97 -1.20 -3.30 -0.843
H 3.01 -1.07 -3.63 0.463
H 1.31 -0.79 -4.08 0.329
H 1.96 0.63 -2.16 0.482
H 2.46 -0.82 -1.24 0.424
H -0.27 -0.25 -2.27 0.523
H -0.91 -2.18 -1.00 0.434
H 0.80 -2.44 -0.57 0.441
H 0.17 -3.86 -2.49 0.438
H -0.36 -2.43 -3.41 0.299
H 3.09 -3.10 -4.53 0.425
H 1.41 -3.37 -5.01 0.300
H 2.36 -5.68 -5.79 0.345
H 3.94 -5.35 -5.07 0.362

---

# 8
60
Properties=species:S:1:pos:R:3:mulliken_charge:R:1 method="wB97M-V/def2-TZVPD" homo_energy_ev=-8.153 lumo_energy_ha=0.019 energy_ha=-1660.44852 largest_force_ha_per_bohr=0.370 gap_ev=8.6786
C -6.32 -1.89 0.56 -1.352
C -6.21 -0.45 0.74 -0.020
N -6.97 0.24 1.60 -0.671
O -6.79 1.45 1.57 -0.074
C -5.87 1.54 0.52 -0.352
C -5.60 0.44 0.14 1.620
S -4.46 0.05 -1.01 1.591
O -5.05 -0.55 -2.33 -0.729
O -3.79 1.44 -1.64 -0.770
N -3.33 -0.90 -0.35 0.528
C -2.81 -1.72 -1.09 -1.133
C -1.67 -1.31 -2.02 -1.110
H -1.07 -2.42 -2.55 0.234
H -1.90 -0.60 -2.61 0.726
C -0.54 -0.73 -1.14 -0.179
C -1.31 0.34 -0.05 -0.325
C -2.41 -0.36 0.61 -2.148
H -3.03 0.55 1.14 0.123
H -2.02 -0.83 1.23 1.630
H -0.57 0.86 0.66 0.413
H -1.63 1.16 -0.94 0.213
C 0.05 -1.60 0.08 0.348
O -0.41 -2.40 0.67 -0.505
N 1.45 -1.52 0.09 -0.188
H 1.97 -0.64 -0.80 0.238
C 2.46 -2.25 0.84 -1.110
H 1.75 -3.06 1.49 0.267
C 3.20 -1.08 1.63 -1.742
N 3.74 -0.33 0.89 0.824
C 5.10 -0.85 0.29 -0.808
C 5.59 0.23 -0.92 -0.431
H 4.81 0.14 -1.80 0.185
H 6.54 -0.25 -1.26 0.359
C 5.80 1.39 -0.33 0.327
C 6.26 2.41 -1.39 -1.702
H 6.50 3.67 -0.95 0.238
H 7.24 2.13 -2.02 0.297
H 5.54 2.58 -1.92 0.673
C 4.51 2.04 0.36 -1.195
C 3.93 1.13 1.48 -0.778
H 4.87 0.86 2.36 0.300
H 2.97 1.42 2.06 0.306
H 3.66 2.06 -0.40 0.210
H 4.62 2.83 0.83 0.838
H 6.49 1.52 0.39 0.233
H 5.99 -0.99 1.00 0.396
H 4.95 -1.91 -0.16 0.291
H 2.60 -0.84 2.33 0.857
H 3.91 -1.67 2.22 0.384
H 2.92 -2.87 0.34 0.734
H 0.25 -0.19 -1.69 0.505
H -3.50 -2.27 -1.83 0.354
H -2.25 -2.63 -0.51 0.374
C -5.36 3.02 0.55 -1.365
H -4.89 3.44 1.48 0.329
H -4.63 3.18 -0.12 0.439
H -6.28 3.67 0.08 0.272
H -6.53 -2.05 -0.54 0.316
H -5.41 -2.23 0.84 0.400
H -7.06 -2.37 1.29 0.316